[1]
{
  "formula": "C2H5IN2",
  "method": "ωB97M-V with the def2-TZVPD basis set",
  "max_force_ha_per_bohr": 0.0742,
  "gap_ev": 9.0,
  "charge": 0,
  "lumo_energy_ev": 0.603,
  "de_lowest_ev": 3.562,
  "symbols": ["C", "C", "N", "N", "I", "H", "H", "H", "H", "H"],
  "positions_angstrom": [[-1.5086, -0.5506, 0.0375], [-0.1343, -1.1410, -0.0019], [-0.2813, 0.1276, -0.1237], [0.2628, 1.2754, -0.0297], [3.2993, 0.0875, -0.0124], [-2.0704, -0.6348, -0.9049], [-1.9921, -0.5518, 0.9210], [0.2670, -1.9715, -0.5197], [-0.3835, 1.9875, 0.1682], [2.5412, 1.3717, 0.4657]],
  "mulliken_charge": [-0.39, -0.18, 0.44, -0.82, -0.13, 0.21, 0.29, 0.29, 0.18, 0.12]
}

---

[2]
{
  "formula": "C2H6O3S2",
  "method": "ωB97M-V with the def2-TZVPD basis set",
  "max_force_ha_per_bohr": 0.0611,
  "smiles": "CCS(=O)(=O)SO",
  "gap_ev": 9.7,
  "charge": 0,
  "lumo_energy_ev": 0.026,
  "de_lowest_ev": 1.195,
  "symbols": ["C", "C", "S", "O", "O", "S", "O", "H", "H", "H", "H", "H", "H"],
  "positions_angstrom": [[-0.7589, -0.3686, -1.0826], [-0.0573, 0.5504, -0.1614], [-0.8433, 0.3211, 1.4745], [-0.5084, -1.0080, 1.9891], [-2.2424, 0.6805, 1.4611], [0.0857, 1.8353, 2.6462], [1.2884, 0.8632, 3.2116], [-0.9663, -1.3137, -0.4330], [-1.6241, -0.0739, -1.6136], [-0.0780, -0.7076, -1.8421], [-0.1147, 1.5639, -0.2319], [1.0365, 0.3228, -0.0119], [0.7587, 0.0076, 3.4457]],
  "mulliken_charge": [-1.09, -0.38, 0.99, -0.64, -0.59, 0.02, -0.45, 0.29, 0.31, 0.33, 0.53, 0.28, 0.40]
}

---

[3]
{
  "formula": "C14H32BaN2O10",
  "method": "ωB97M-V with the def2-TZVPD basis set",
  "max_force_ha_per_bohr": 0.1067,
  "gap_ev": 8.4,
  "charge": 0,
  "lumo_energy_ev": 0.240,
  "de_lowest_ev": 0.000,
  "symbols": ["Ba", "O", "C", "O", "O", "H", "O", "C", "O", "O", "H", "C", "O", "C", "C", "N", "C", "C", "O", "C", "H", "H", "H", "H", "H", "H", "H", "H", "H", "H", "H", "H", "H", "H", "H", "C", "O", "C", "C", "N", "C", "C", "O", "C", "H", "H", "H", "H", "H", "H", "H", "H", "H", "H", "H", "H", "H", "H", "H"],
  "positions_angstrom": [[-0.0651, 0.0523, 0.0967], [-0.1285, 1.5411, -3.8103], [1.0853, 1.1606, -3.3735], [1.0867, 0.4336, -2.3226], [2.1207, 1.5418, -3.9640], [0.1844, 2.1155, -4.5130], [-0.7456, -0.2994, 4.6546], [-0.6745, -0.0870, 3.3462], [0.4438, -0.1353, 2.8823], [-1.6005, 0.2146, 2.6273], [0.1708, -0.5309, 4.8225], [-1.8428, -2.3802, -1.9382], [-2.0612, -1.1668, -1.2511], [-3.2088, -0.3997, -1.5509], [-3.1638, 0.9116, -0.7744], [-1.9724, 1.6494, -1.2385], [-1.8069, 3.0036, -0.6957], [-1.5150, 3.0718, 0.8136], [-0.1855, 2.5461, 0.9752], [0.4990, 3.1653, 2.0682], [-2.6386, -3.1154, -1.8184], [-0.9711, -2.9556, -1.6264], [-1.6186, -2.1933, -2.9884], [-4.0348, -1.0198, -1.2025], [-3.1759, -0.2101, -2.6238], [-3.1267, 0.7289, 0.2995], [-4.1136, 1.4048, -0.9808], [-2.0249, 1.6802, -2.2467], [-2.6832, 3.5846, -0.9832], [-1.0136, 3.5102, -1.2453], [-2.2459, 2.5052, 1.3905], [-1.5284, 4.0926, 1.1956], [1.3598, 2.5572, 2.3466], [0.0348, 3.1761, 3.0543], [0.7504, 4.2123, 1.8990], [3.0548, 2.2639, -0.6091], [2.6305, 0.9684, -0.0675], [3.6825, -0.0391, -0.1164], [3.1854, -1.3939, 0.4229], [1.9363, -1.8239, -0.2746], [1.6449, -3.1765, 0.0541], [0.5960, -3.2324, 1.2087], [-0.6214, -2.5470, 0.9473], [-1.7546, -3.1726, 1.5121], [2.2277, 2.9628, -0.4840], [3.2332, 2.1415, -1.6774], [3.9989, 2.5390, -0.1390], [4.5894, 0.2196, 0.4303], [4.0267, -0.1262, -1.1470], [3.0299, -1.3779, 1.5017], [3.9692, -2.0966, 0.1402], [2.0800, -1.9182, -1.2699], [2.5389, -3.7610, 0.2713], [1.1964, -3.6526, -0.8178], [0.9657, -2.7958, 2.1365], [0.4069, -4.2410, 1.5762], [-2.6569, -2.5645, 1.4471], [-1.6591, -3.3897, 2.5760], [-1.8911, -4.1521, 1.0539]],
  "mulliken_charge": [0.98, -0.43, 0.31, -0.33, -0.74, 0.27, -0.58, 0.67, -0.58, -0.56, 0.32, -0.86, 0.39, -0.98, -0.47, -0.15, -1.06, -0.44, 0.24, -1.28, 0.38, 0.02, 0.31, 0.40, 0.36, 0.25, 0.44, 0.17, 0.48, 0.31, 0.30, 0.49, 0.28, 0.41, 0.40, -0.93, 0.06, -0.87, -0.80, 0.13, -1.15, -0.76, 0.50, -1.16, 0.15, 0.33, 0.32, 0.45, 0.46, 0.33, 0.45, 0.09, 0.42, 0.37, 0.38, 0.53, 0.17, 0.39, 0.41]
}

---

[4]
{
  "formula": "C5H11IN",
  "method": "ωB97M-V with the def2-TZVPD basis set",
  "max_force_ha_per_bohr": 0.0579,
  "gap_ev": 8.7,
  "charge": 1,
  "lumo_energy_ev": -3.983,
  "de_lowest_ev": 0.353,
  "symbols": ["C", "C", "C", "C", "C", "N", "I", "H", "H", "H", "H", "H", "H", "H", "H", "H", "H", "H"],
  "positions_angstrom": [[1.0954, 0.4980, -0.1406], [-0.0250, -0.1192, -0.9764], [0.4057, 0.8203, 1.2015], [-1.2631, -0.1385, -0.1258], [-2.6754, -0.7817, -0.2380], [-0.9856, 0.4837, 0.9632], [4.8207, 0.2295, -0.0757], [1.8446, -0.2094, 0.1363], [1.5472, 1.3777, -0.6798], [-0.3969, 0.2006, -1.9794], [0.2476, -1.1108, -1.4017], [0.7033, 0.0592, 1.8620], [0.5157, 1.8413, 1.6505], [-2.5388, -1.6057, -0.8724], [-3.4717, -0.1140, -0.5994], [-2.9062, -1.1973, 0.7866], [-1.6485, 0.7323, 1.6929], [4.7309, -0.9660, -1.2039]],
  "mulliken_charge": [-0.16, -0.58, -0.67, 0.48, -1.14, -0.06, -0.09, 0.09, 0.35, 0.34, 0.35, 0.33, 0.33, 0.36, 0.31, 0.38, 0.28, 0.12]
}

---

[5]
{
  "formula": "C18H29ClN4O3S2",
  "method": "ωB97M-V with the def2-TZVPD basis set",
  "max_force_ha_per_bohr": 0.0200,
  "smiles": "CN(C)CC(C)(C)CNC(=S)Nc1cc(S(=O)(=O)N2CCOCC2)ccc1Cl",
  "gap_ev": 8.5,
  "charge": 0,
  "lumo_energy_ev": 0.324,
  "de_lowest_ev": 0.000,
  "symbols": ["C", "N", "C", "C", "C", "C", "C", "C", "N", "C", "S", "N", "C", "C", "C", "S", "O", "O", "N", "C", "C", "O", "C", "C", "C", "C", "C", "Cl", "H", "H", "H", "H", "H", "H", "H", "H", "H", "H", "H", "H", "H", "H", "H", "H", "H", "H", "H", "H", "H", "H", "H", "H", "H", "H", "H", "H", "H"],
  "positions_angstrom": [[-1.9301, 2.1812, -3.2089], [-0.6798, 1.5555, -3.5868], [-0.7302, 1.1436, -4.9751], [0.4810, 2.3756, -3.2662], [1.6196, 1.6021, -2.5591], [2.4434, 0.7642, -3.5387], [2.5489, 2.6332, -1.9076], [1.0489, 0.7241, -1.4216], [0.4212, -0.4973, -1.8748], [-0.8922, -0.7666, -1.9453], [-1.4885, -1.8376, -3.0508], [-1.7738, -0.1918, -1.0599], [-1.5920, 0.1498, 0.2579], [-0.4774, -0.2509, 0.9995], [-0.3320, 0.1491, 2.3087], [1.1406, -0.3945, 3.1779], [2.1688, -0.6279, 2.2071], [1.3962, 0.4992, 4.2658], [0.7395, -1.8682, 3.8368], [-0.2391, -1.8396, 4.8994], [-0.1966, -3.1898, 5.6202], [-0.4278, -4.2481, 4.7200], [0.5364, -4.2644, 3.6933], [0.5200, -2.9511, 2.9057], [-1.2887, 0.9095, 2.9523], [-2.4289, 1.2731, 2.2516], [-2.5745, 0.9004, 0.9274], [-3.9990, 1.3770, 0.0632], [-2.7435, 1.4859, -3.4133], [-2.1275, 3.1110, -3.7657], [-1.9244, 2.4079, -2.1435], [-1.5001, 0.3808, -5.0865], [-0.9610, 1.9807, -5.6527], [0.2205, 0.7127, -5.2740], [0.1644, 3.1728, -2.5878], [0.8884, 2.8599, -4.1653], [1.8280, 0.0572, -4.0873], [2.9299, 1.4149, -4.2620], [3.2160, 0.2145, -3.0041], [2.9008, 3.3458, -2.6500], [3.4130, 2.1434, -1.4659], [2.0315, 3.1813, -1.1234], [1.8669, 0.4560, -0.7426], [0.3226, 1.3142, -0.8650], [0.9604, -1.0134, -2.5568], [-2.7359, -0.2023, -1.3791], [0.2893, -0.8613, 0.5547], [0.0312, -1.0257, 5.5712], [-1.2511, -1.6712, 4.4979], [-0.9834, -3.2516, 6.3733], [0.7858, -3.3110, 6.0984], [0.2813, -5.1056, 3.0473], [1.5378, -4.4143, 4.1214], [1.3260, -2.9227, 2.1734], [-0.4507, -2.8433, 2.3964], [-1.1286, 1.2170, 3.9719], [-3.2014, 1.8568, 2.7270]],
  "mulliken_charge": [-1.20, 0.72, -1.23, -1.81, 2.57, -2.15, -2.15, -1.55, 0.19, -0.55, -0.30, 0.10, -0.87, 0.34, -0.36, 1.26, -0.69, -0.76, 0.03, -0.44, -0.71, -0.39, -0.75, -0.31, -0.42, -0.72, 0.41, -0.22, 0.36, 0.34, 0.32, 0.34, 0.36, 0.31, 0.54, 0.39, 0.55, 0.43, 0.37, 0.46, 0.47, 0.42, 0.57, 0.50, 0.30, 0.40, 0.73, 0.41, 0.31, 0.34, 0.36, 0.35, 0.37, 0.41, 0.25, 0.55, 0.45]
}

---

[6]
{
  "formula": "C61H47FGeMoNO4P3",
  "method": "ωB97M-V with the def2-TZVPD basis set",
  "max_force_ha_per_bohr": 0.0707,
  "gap_ev": [6.3, 5.6],
  "charge": 2,
  "multiplicity": 3,
  "lumo_energy_ev": [-6.048, -6.048],
  "de_lowest_ev": 2.661,
  "symbols": ["Mo", "F", "Ge", "C", "C", "C", "C", "C", "C", "P", "C", "C", "C", "C", "C", "C", "C", "C", "C", "C", "C", "C", "C", "C", "C", "C", "C", "C", "P", "C", "C", "C", "C", "C", "C", "C", "C", "C", "C", "C", "C", "C", "C", "C", "C", "C", "C", "P", "C", "C", "C", "C", "C", "C", "C", "C", "C", "C", "C", "C", "H", "H", "H", "H", "H", "H", "H", "H", "H", "H", "H", "H", "H", "H", "H", "H", "H", "H", "H", "H", "H", "H", "H", "H", "H", "H", "H", "H", "H", "H", "H", "H", "H", "H", "H", "H", "H", "H", "H", "H", "H", "H", "O", "C", "O", "C", "C", "C", "C", "C", "C", "H", "H", "H", "H", "H", "O", "N", "O"],
  "positions_angstrom": [[0.1960, -0.7137, -1.5521], [0.0148, 0.6791, 3.6634], [-0.0656, 0.4443, 1.7524], [1.8343, -0.0099, 1.8808], [2.6312, 1.0064, 2.4350], [3.9799, 0.7335, 2.7406], [4.4994, -0.5315, 2.6633], [3.7771, -1.5399, 2.0587], [2.4690, -1.2241, 1.5211], [1.7443, -1.9042, 0.0076], [2.6799, -1.0256, -1.2899], [3.7586, -0.1262, -0.9654], [4.6518, 0.2407, -1.9270], [4.5191, -0.2223, -3.1999], [3.5031, -1.1144, -3.5585], [2.6364, -1.5177, -2.5595], [2.1680, -3.6631, -0.1548], [1.2518, -4.5637, -0.6103], [1.5887, -5.9074, -0.7192], [2.7950, -6.3517, -0.2283], [3.7439, -5.4295, 0.1791], [3.4371, -4.1127, 0.1291], [-1.7049, -0.6359, 1.7974], [-2.0677, -0.9694, 3.0658], [-3.2859, -1.5978, 3.3016], [-4.1575, -1.9119, 2.3144], [-3.8097, -1.5444, 1.0439], [-2.6251, -0.9476, 0.7524], [-2.2676, -0.7184, -1.0752], [-3.6714, 0.3235, -1.6615], [-3.8368, 0.5166, -3.0226], [-5.0754, 0.9772, -3.5452], [-6.0981, 1.2651, -2.6719], [-5.8476, 1.2549, -1.3127], [-4.6550, 0.7368, -0.7836], [-2.9830, -2.2602, -1.7946], [-2.4064, -3.4976, -1.3284], [-2.8400, -4.7664, -1.7208], [-3.9265, -4.8834, -2.6273], [-4.5034, -3.7349, -3.1270], [-4.0011, -2.4524, -2.7355], [-0.3227, 2.3930, 1.4177], [-0.7017, 3.2577, 2.4969], [-0.4397, 4.6532, 2.4246], [-0.0409, 5.2158, 1.2088], [0.1627, 4.3412, 0.1369], [0.1180, 2.9537, 0.1841], [0.3133, 1.8918, -1.2725], [1.8438, 2.4570, -2.0687], [2.2407, 2.0086, -3.3624], [3.3891, 2.3965, -4.0116], [4.2891, 3.2112, -3.2759], [3.9989, 3.5169, -1.9873], [2.8491, 3.0600, -1.3015], [-1.1524, 2.6183, -2.2113], [-2.2337, 3.0496, -1.5328], [-3.3244, 3.5351, -2.2109], [-3.3773, 3.5908, -3.6076], [-2.2564, 3.0317, -4.2942], [-1.1276, 2.5588, -3.6078], [2.2470, 2.0186, 2.6444], [4.5498, 1.5452, 3.2110], [5.5455, -0.8068, 2.9360], [4.3018, -2.4575, 1.8021], [4.0218, 0.0981, 0.0692], [5.5963, 0.7539, -1.7545], [5.3142, -0.0728, -3.9612], [3.5554, -1.5382, -4.5702], [2.0725, -2.3939, -2.6962], [0.3691, -4.2181, -1.1030], [0.7983, -6.5446, -1.1676], [2.9502, -7.4074, -0.1907], [4.7783, -5.7512, 0.3734], [4.1205, -3.3141, 0.3559], [-1.4726, -0.7979, 3.9107], [-3.4455, -1.9522, 4.3324], [-5.0464, -2.4447, 2.5177], [-4.4728, -1.9248, 0.2180], [-3.0742, 0.1503, -3.7399], [-5.1907, 0.9532, -4.6265], [-7.1408, 1.5158, -2.9133], [-6.5395, 1.5756, -0.4942], [-4.5001, 0.6902, 0.2421], [-1.3040, -4.1568, 0.0777], [-2.3876, -5.6815, -1.2979], [-4.4150, -5.7971, -2.8953], [-5.3434, -3.7481, -3.7956], [-4.5775, -1.6068, -3.1181], [-1.0553, 2.7808, 3.4438], [-0.7496, 5.3329, 3.2312], [0.0861, 6.2763, 1.0490], [0.4865, 4.7734, -0.8098], [1.5105, 1.4070, -3.9389], [3.6929, 2.1303, -5.0164], [5.1587, 3.5992, -3.8025], [4.6712, 4.2487, -1.5671], [2.7676, 3.2571, -0.2424], [-2.2782, 3.0689, -0.4577], [-4.1717, 3.9392, -1.6708], [-4.1999, 4.0516, -4.0650], [-2.1496, 2.9338, -5.3910], [-0.3182, 2.1717, -4.1468], [-1.4512, -3.2683, -0.3249], [0.8698, -0.9381, 5.4143], [0.7260, -1.9107, 4.9157], [1.0496, 0.1951, 6.2453], [0.5467, 0.0932, 7.5747], [0.7957, 1.2155, 8.3712], [1.4420, 2.3407, 7.8325], [1.8783, 2.5058, 6.5475], [1.6937, 1.3664, 5.7520], [0.0423, -0.7819, 8.0233], [0.4915, 1.2299, 9.3638], [1.4379, 3.1986, 8.5295], [2.3514, 3.4350, 6.1333], [2.0075, 1.2544, 4.7100], [-0.0103, -2.3749, -2.9070], [-0.4099, -1.7405, -3.8901], [-0.5011, -0.5186, -3.5332]],
  "mulliken_charge": [-0.54, -0.51, 2.06, 0.99, -1.44, -0.89, -0.80, -0.37, 0.57, 2.78, -1.16, -0.27, -0.72, -0.49, -1.63, 1.57, 0.36, 0.20, -1.00, -0.70, -1.03, -1.16, -1.55, -0.28, -0.97, -1.24, 0.05, 0.59, 3.47, 0.78, -0.56, -0.56, -0.88, -0.71, -1.25, 0.06, 0.36, -0.74, -0.80, -1.05, -0.76, -0.15, -0.70, -0.87, -0.90, 0.08, -0.76, 3.33, 0.95, -0.09, -1.27, -0.52, -1.04, -0.79, 0.69, -0.18, -0.49, -1.06, -0.75, -0.88, 0.61, 0.48, 0.37, 0.38, -0.26, 0.47, 0.40, 0.49, 0.82, 0.41, 0.43, 0.44, 0.40, 0.66, 0.51, 0.36, 0.56, 0.36, 0.26, 0.54, 0.41, 0.37, 0.79, 0.28, 0.41, 0.42, 0.50, 0.45, 0.46, 0.40, 0.49, 0.45, 0.00, 0.55, 0.45, 0.46, 0.47, 0.19, 0.43, 0.53, 0.40, 0.39, -0.42, 0.49, -0.07, 0.49, -0.71, -0.68, -0.34, -0.79, 0.27, 0.44, 0.52, 0.34, 0.44, 0.47, -0.20, -0.24, -0.36]
}